Computed, not measured: C33H24AsF5N2O13P2SZn as an isolated structure, with ωB97M-V/def2-TZVPD.

```
! wB97M-V def2-TZVPD RIJCOSX def2/J DEFGRID3
* xyz -2 1
Zn 1.35763 -1.36279 -0.20112
O 5.22040 0.47204 0.94465
P 3.79783 -0.17722 1.37271
O 3.82964 -0.56292 2.78996
O 3.37486 -1.09908 0.25552
O 2.78222 1.14311 1.26285
P 2.03869 1.72443 -0.02215
O 3.28017 2.34992 -0.89977
O 1.12396 2.83652 0.34719
O 1.53983 0.58470 -0.88541
H 5.22520 0.56008 -0.01629
H 3.34216 3.28541 -0.68323
N 0.50224 -0.32130 -2.99836
C -0.83763 -0.91672 -3.25320
C -1.33731 -1.61930 -1.98012
O -2.35370 -2.29703 -2.11861
O -0.65405 -1.34542 -0.96109
H 0.82091 0.31978 -3.71510
H 1.19604 -1.10509 -2.84595
H 0.52760 0.16133 -2.07898
H -0.77213 -1.64368 -4.05864
H -1.54997 -0.13348 -3.50822
F 4.41274 -7.20744 -1.16000
C 3.80534 -6.02001 -1.35866
C 4.50880 -4.95323 -1.87633
F 5.81242 -5.10423 -2.17963
C 3.88465 -3.74079 -2.09208
F 4.60964 -2.74267 -2.62003
C 2.53623 -3.52274 -1.78788
O 1.96698 -2.35642 -1.97259
C 1.85129 -4.63723 -1.27647
F 0.54893 -4.51885 -0.99309
C 2.46500 -5.85665 -1.06606
F 1.75986 -6.90101 -0.60309
C -3.03186 3.67003 3.50224
C -2.67305 4.50849 2.45526
C -2.21239 3.97523 1.25745
C -2.10832 2.59877 1.09199
C -2.45482 1.76181 2.15190
C -2.91962 2.29394 3.34711
As -1.44829 1.73856 -0.54714
C -3.23189 1.38089 -1.30882
C -4.07979 0.33503 -0.96271
C -5.25128 0.12454 -1.67685
C -5.56703 0.94419 -2.75679
C -4.71433 1.97652 -3.12224
C -3.54588 2.19802 -2.39646
C -2.54550 3.25788 -2.66263
C -2.60967 4.18600 -3.69989
C -1.60638 5.13298 -3.84770
C -0.53074 5.15420 -2.96435
C -0.45262 4.22278 -1.93462
C -1.46315 3.27784 -1.77158
H -3.38635 4.08637 4.43777
H -2.74940 5.58364 2.57071
H -1.92657 4.63660 0.44863
H -2.32648 0.69030 2.04762
H -3.18115 1.63108 4.16413
H -3.81237 -0.33163 -0.15005
H -5.90862 -0.69393 -1.40735
H -6.47281 0.76610 -3.32467
H -4.95991 2.60277 -3.97274
H -3.44190 4.17017 -4.39542
H -1.66049 5.85428 -4.65529
H 0.25454 5.89213 -3.08595
H 0.38242 4.21133 -1.24326
O 3.02575 -3.86373 1.90384
S 1.69728 -3.60264 2.36700
O 0.81464 -4.73960 2.49737
N 0.96869 -2.40254 1.51300
C 0.58598 -1.36648 2.31836
O 0.08979 -0.32657 1.90195
C 0.90242 -1.60169 3.76045
C 0.62004 -0.77018 4.82571
C 1.06908 -1.15326 6.08383
C 1.78891 -2.33650 6.25158
C 2.07662 -3.16107 5.17066
C 1.62597 -2.75890 3.93049
H 0.08064 0.15450 4.65670
H 0.87849 -0.51858 6.94066
H 2.14275 -2.61110 7.23833
H 2.65217 -4.07058 5.29099
*
```

Computed properties:
HOMO (hartree): -0.1218
E (eV): -216477.9608
Relative energy (zero: lowest compared OMol25 entry of this formula, charge and spin) (eV): 0.569
Kohn-Sham gap (eV): 7.28

---

Computed, not measured: a 3-piece molecular cluster, C33H24BCl2O6 overall at a distorted geometry, with ωB97M-V/def2-TZVPD.

```
! wB97M-V def2-TZVPD RIJCOSX def2/J DEFGRID3
* xyz -1 1
C 1.36477 -0.76390 -0.30443
C 1.25417 0.75144 -0.69240
Cl 2.78788 1.63968 -1.18691
C 0.03633 1.40950 -0.64028
Cl 0.06684 3.18241 -1.13920
B -1.42396 0.79516 -0.23033
O -1.53397 -0.31759 0.72416
C -2.24276 -1.31483 -0.05546
C -2.48594 -0.79564 -1.57260
O -2.40182 0.64359 -1.33610
H 1.72153 -0.83464 0.75935
H 0.45127 -1.36909 -0.53273
H 2.20448 -1.19725 -0.93979
H -1.92991 1.71588 0.38551
H -3.23470 -1.44334 0.48069
H -1.73716 -2.32211 -0.16697
H -3.49410 -1.11477 -1.97804
H -1.62525 -0.93143 -2.30078
C 10.39185 5.86521 1.24140
C 10.05810 7.19502 1.48510
C 8.72464 7.57692 1.54971
C 7.71864 6.63143 1.35881
C 8.05330 5.30447 1.09086
C 9.39276 4.92134 1.04390
C 6.99418 4.29656 0.83686
O 7.28934 3.13773 0.60699
C 5.57759 4.72702 0.85971
C 4.57244 3.80548 0.56678
C 3.23925 4.19662 0.59858
C 2.90552 5.50716 0.93218
C 3.90292 6.43061 1.21928
C 5.24189 6.04614 1.17464
C 6.29750 7.04660 1.44769
O 6.00819 8.19558 1.73581
H 11.43330 5.56604 1.20009
H 10.83911 7.93374 1.62682
H 8.46933 8.61206 1.74477
H 9.65720 3.88852 0.84915
H 4.82602 2.78395 0.30973
H 2.46074 3.48338 0.36651
H 1.86471 5.80905 0.96359
H 3.63667 7.45011 1.47334
C -7.83977 -5.71500 2.69237
C -7.13984 -4.51574 2.80204
C -6.37460 -4.05656 1.73823
C -6.29703 -4.80208 0.56368
C -6.97869 -6.01539 0.46237
C -7.75978 -6.46442 1.52620
C -6.86551 -6.84258 -0.76297
O -7.46354 -7.90043 -0.85367
C -6.00576 -6.36480 -1.87168
C -5.84254 -7.15679 -3.00728
C -5.04919 -6.71115 -4.05666
C -4.42302 -5.46923 -3.98060
C -4.57824 -4.67934 -2.84930
C -5.36225 -5.12967 -1.78840
C -5.49199 -4.29418 -0.57199
O -4.94262 -3.21289 -0.50446
H -8.44418 -6.06790 3.52049
H -7.19310 -3.93779 3.71765
H -5.83555 -3.12003 1.82611
H -8.30185 -7.39958 1.44765
H -6.32985 -8.12267 -3.07339
H -4.91946 -7.33105 -4.93673
H -3.80970 -5.11921 -4.80316
H -4.08491 -3.71532 -2.79244
*
```

Computed properties:
HOMO (hartree): -0.1596
E (eV): -72619.1023
Relative energy (zero: lowest compared OMol25 entry of this formula, charge and spin) (eV): 1.626
Kohn-Sham gap (eV): 4.86

---

Computed, not measured: C33H24N2RuS7 as an isolated structure at a distorted geometry, with ωB97M-V/def2-TZVPD.

```
! wB97M-V def2-TZVPD RIJCOSX def2/J DEFGRID3
* xyz -1 6
Ru -0.29484 0.51828 0.87509
S 5.88445 4.40528 -0.06572
C 7.34618 3.54055 0.19838
C 7.10598 2.22736 0.44950
C 5.72643 1.90572 0.44285
C 4.91155 2.97992 0.18355
C 3.46637 3.03487 0.07111
C 2.70364 1.85468 0.10668
N 1.40214 1.81520 -0.05384
C 0.70740 2.98354 -0.25427
C 1.38428 4.23730 -0.22496
C 0.59948 5.43192 -0.32676
C -0.74258 5.37425 -0.45245
C -1.44204 4.12048 -0.50234
C -2.81957 4.02917 -0.56844
C -3.45948 2.76550 -0.60250
C -2.63585 1.64605 -0.65148
N -1.30705 1.68551 -0.57648
C -0.68242 2.91911 -0.45187
C -4.90244 2.62802 -0.55972
C -5.66844 1.50000 -0.39826
C -7.05986 1.75710 -0.35239
C -7.35889 3.07710 -0.47149
S -5.93737 4.02864 -0.63560
C 2.75852 4.23811 -0.07401
H 8.29268 4.05362 0.14272
H 7.88825 1.50660 0.64280
H 5.34734 0.91385 0.64042
H 3.17988 0.89966 0.29385
H 1.11021 6.38735 -0.28616
H -1.33009 6.28386 -0.50228
H -3.41253 4.93590 -0.58187
H -3.06187 0.65663 -0.77769
H -5.24499 0.51080 -0.29738
H -7.81056 0.98972 -0.22476
H -8.32579 3.55348 -0.45820
H 3.29123 5.18228 -0.04302
S 1.46426 4.67631 6.30890
C 0.94246 3.55090 5.23154
S -0.63124 3.58852 4.49790
C -0.46586 2.16151 3.49240
C 0.73941 1.53618 3.55230
S 1.13849 0.07630 2.71532
S 1.92690 2.25599 4.62506
S -1.80972 1.63152 2.55979
C -0.13488 -0.83112 -2.39681
C 0.45354 -1.70582 -1.28140
C 0.00843 -3.15510 -1.55083
C -0.07665 -1.29438 0.07620
C 1.98877 -1.65614 -1.28567
C 2.70968 -0.82980 -2.14624
C 4.09889 -0.82199 -2.14322
C 4.80369 -1.64091 -1.27648
C 4.10042 -2.45663 -0.40056
C 2.71488 -2.46069 -0.40635
H -1.21991 -0.94532 -2.40067
H 0.24964 -1.13427 -3.37468
H 0.08484 0.22035 -2.22687
H -1.08172 -3.20640 -1.55025
H 0.38214 -3.83424 -0.78473
H 0.37984 -3.49402 -2.52182
H -0.08972 -2.11801 0.79641
H 2.19295 -0.16933 -2.82766
H 4.62989 -0.15919 -2.81660
H 5.88704 -1.63573 -1.27452
H 4.63400 -3.09592 0.29301
H 2.19148 -3.09476 0.29863
*
```

Computed properties:
HOMO (alpha / beta) (hartree): -0.0983 / -0.1677
E (eV): -116019.7176
Relative energy (zero: lowest compared OMol25 entry of this formula, charge and spin) (eV): 0.824
Kohn-Sham gap (alpha / beta) (eV): 4.95 / 6.11

---

Computed, not measured: C33H24N4NiO4S3 as an isolated structure at a distorted geometry, with ωB97M-V/def2-TZVPD.

```
! wB97M-V def2-TZVPD RIJCOSX def2/J DEFGRID3
* xyz 0 1
Ni -0.43934 -0.01057 0.64612
O 1.09410 1.69154 0.09790
C 0.91321 2.95456 0.06844
C -2.21929 2.59160 -0.32580
O -2.65594 3.66306 -0.39050
O -1.79871 1.50587 -0.26143
C 0.86757 3.70792 1.30688
C 0.37452 3.10124 2.46587
C 0.26729 3.82331 3.64181
C 0.67807 5.14812 3.68589
C 1.22193 5.74549 2.55223
C 1.31839 5.03531 1.37267
C 0.71673 3.51066 -1.26202
C 0.10650 4.75519 -1.47651
C -0.06000 5.24223 -2.75953
C 0.36325 4.49679 -3.85329
C 0.94021 3.24767 -3.65690
C 1.10970 2.75392 -2.37754
H 1.74930 1.43923 0.88560
H 0.04782 2.06868 2.42818
H -0.13766 3.34567 4.52443
H 0.59098 5.71177 4.60634
H 1.57914 6.76601 2.59304
H 1.78901 5.48482 0.50715
H -0.26688 5.32266 -0.63477
H -0.54060 6.20058 -2.90882
H 0.23319 4.88374 -4.85579
H 1.25884 2.65758 -4.50664
H 1.57210 1.78952 -2.21781
C -4.43977 -1.95271 -0.30297
C -4.03804 -3.23956 -0.62414
C -2.69314 -3.55389 -0.57124
C -1.78031 -2.57302 -0.19703
N -2.17199 -1.33415 0.11647
C -3.46770 -1.03922 0.06334
C -0.31528 -2.82833 -0.14492
C 0.20982 -4.10997 -0.05869
C 1.58367 -4.27594 0.00382
C 2.39616 -3.15595 -0.02666
C 1.79516 -1.91225 -0.10669
N 0.47159 -1.74491 -0.15834
H -5.48094 -1.66266 -0.33850
H -4.76368 -3.98563 -0.92222
H -2.35638 -4.54414 -0.84402
H -3.74202 -0.02954 0.34170
H -0.44362 -4.97032 -0.01564
H 2.01080 -5.26696 0.08916
H 3.47338 -3.23593 0.02704
H 2.39285 -1.00843 -0.11679
O -0.29744 -1.07551 3.31170
C -0.26926 -0.43893 2.35543
S 7.44828 -1.47345 -0.36024
C 6.27723 -0.46362 0.24147
S 5.12242 -0.96235 1.43795
C 4.28040 0.58970 1.34057
N 4.84410 1.38639 0.49522
N 5.96406 0.81406 -0.09545
C 6.62535 1.62977 -1.06258
C 5.84981 2.49037 -1.83351
C 6.45318 3.30198 -2.78071
C 7.82896 3.26486 -2.96113
C 8.59551 2.41512 -2.17821
C 8.00231 1.60033 -1.22344
S 2.88585 0.89427 2.28828
H 4.78091 2.51728 -1.67735
H 5.84052 3.96181 -3.38318
H 8.30039 3.90070 -3.70049
H 9.67037 2.38036 -2.30261
H 8.60948 0.95257 -0.61083
*
```

Computed properties:
HOMO (alpha / beta) (hartree): -0.2333 / -0.2329
E (eV): -122308.4197
Kohn-Sham gap (alpha / beta) (eV): 4.67 / 4.65

---

Computed, not measured: C33H25AsN6O4P2S5Se2Ta as an isolated structure, with ωB97M-V/def2-TZVPD.

```
! wB97M-V def2-TZVPD RIJCOSX def2/J DEFGRID3
* xyz -1 1
Ta 0.63257 1.08055 0.23992
Se -4.11865 -2.85172 -3.52095
P -4.58156 -1.24364 -2.23356
C -5.59798 0.01201 -3.05533
C -5.02516 0.76197 -4.07998
C -5.78028 1.70198 -4.75526
C -7.11526 1.89320 -4.42068
C -7.69020 1.14630 -3.40658
C -6.93131 0.20818 -2.71700
C -5.52983 -1.67235 -0.74495
C -5.49441 -0.83250 0.36599
C -6.33822 -1.07032 1.44056
C -7.21119 -2.14724 1.41034
C -7.22745 -3.00322 0.31624
C -6.38546 -2.77005 -0.76068
C -3.17888 -0.29670 -1.63765
C -1.90777 -0.62626 -1.17899
N -1.36442 0.53860 -0.76485
N -2.23344 1.52209 -0.94919
N -3.33000 1.03452 -1.46399
P -1.03722 -2.16153 -0.91562
Se 0.66426 -1.75489 0.34011
C -0.45097 -2.81164 -2.48206
C 0.09258 -4.09243 -2.53992
C 0.64962 -4.54897 -3.72220
C 0.69108 -3.71838 -4.83558
C 0.17559 -2.43404 -4.76848
C -0.40010 -1.97596 -3.59334
C -2.14002 -3.32817 -0.11275
C -2.51279 -3.00877 1.19417
C -3.38544 -3.83424 1.87743
C -3.87518 -4.98095 1.26457
C -3.49345 -5.30354 -0.02808
C -2.62329 -4.47768 -0.72516
H -3.98425 0.61341 -4.33925
H -5.32571 2.29357 -5.53891
H -7.70320 2.63337 -4.94874
H -8.72890 1.29581 -3.14162
H -7.38279 -0.36379 -1.91732
H -4.82569 0.01784 0.38860
H -6.30025 -0.41562 2.30180
H -7.87194 -2.32926 2.24911
H -7.89906 -3.85228 0.29941
H -6.38034 -3.43274 -1.61854
H 0.08230 -4.73003 -1.66260
H 1.06120 -5.54853 -3.77173
H 1.13363 -4.07494 -5.75695
H 0.21489 -1.78287 -5.63130
H -0.79945 -0.97195 -3.54206
H -2.12320 -2.11727 1.67379
H -3.68918 -3.57308 2.88266
H -4.56611 -5.62120 1.79822
H -3.88099 -6.19407 -0.50611
H -2.35061 -4.71270 -1.74442
S 0.96764 4.36161 -3.31234
As 1.77609 3.21879 -1.80412
S 0.20154 3.29268 -0.01207
S 1.25694 1.04609 -2.11702
S 3.64225 3.36368 -0.90582
C 3.59939 -1.14654 -1.94334
C 3.84936 -0.47377 -0.64543
N 2.97670 0.12095 0.15832
C 3.68755 0.56560 1.23185
C 4.99669 0.24828 1.10747
N 5.08065 -0.41388 -0.08943
C 6.18427 0.45938 1.95241
O 5.97712 1.10083 3.08946
O 7.26201 0.03412 1.61166
C 2.93941 1.30510 2.25044
O 3.45036 1.74676 3.26455
O 1.68638 1.40702 1.92045
H 3.54871 -0.40741 -2.74153
H 2.64241 -1.66498 -1.90973
H 4.39505 -1.86028 -2.15668
H 5.94070 -0.77886 -0.46328
H 5.02517 1.35985 3.18772
S -2.69985 0.20873 3.66872
C -1.60695 0.58313 2.55184
N -0.84202 0.83614 1.69842
*
```

Computed properties:
HOMO (hartree): -0.2088
E (eV): -317605.1462
Relative energy (zero: lowest compared OMol25 entry of this formula, charge and spin) (eV): 0.000
Kohn-Sham gap (eV): 6.71

---

Computed, not measured: C33H25AuN3O3 as an isolated structure, with ωB97M-V/def2-TZVPD.

```
! wB97M-V def2-TZVPD RIJCOSX def2/J DEFGRID3
* xyz -1 3
Au -0.66374 0.58954 -0.69874
O 4.05926 0.06373 -0.87150
C 4.38938 1.34316 -0.61667
C 5.74638 1.63293 -0.44420
C 6.15726 2.92136 -0.16974
C 5.22399 3.95038 -0.05967
C 3.88224 3.66097 -0.22937
C 3.43815 2.36982 -0.51297
C 1.97666 2.08022 -0.69062
O 1.66029 0.86158 -0.95945
N 1.16608 3.10092 -0.55831
N -0.16695 2.72544 -0.66646
C -1.00484 3.62945 -0.32934
C -2.45228 3.47944 -0.28588
C -3.16406 4.50363 0.35535
C -4.52884 4.45315 0.52380
C -5.22291 3.33372 0.03931
C -4.55902 2.31496 -0.59917
C -3.15716 2.36107 -0.81623
O -2.58843 1.43040 -1.52176
H 3.06933 0.04732 -0.92250
H 6.45367 0.81797 -0.52851
H 7.21291 3.12840 -0.03641
H 5.54158 4.96150 0.15928
H 3.13188 4.43628 -0.14890
H -0.58181 4.57381 0.01447
H -2.60504 5.35109 0.73889
H -5.05187 5.25476 1.02789
H -6.29732 3.27179 0.17084
H -5.08261 1.44958 -0.98587
C -0.73049 0.72128 4.27198
C -1.90829 0.90283 3.55611
C -1.88936 0.87391 2.16383
C -0.70034 0.65443 1.48053
C 0.47904 0.48247 2.19608
C 0.46248 0.51559 3.58739
H -0.74185 0.74466 5.35499
H -2.84344 1.07111 4.07849
H -2.81553 1.02253 1.61540
H 1.41495 0.30816 1.67571
H 1.38691 0.37661 4.13662
N -0.98057 -1.28024 -1.48085
C -0.66995 -2.46796 -1.23802
C -0.35181 -2.99813 0.14032
C -1.04791 -2.50376 1.23709
C -0.74107 -2.92765 2.52146
C 0.27025 -3.85877 2.72272
C 0.96399 -4.36854 1.63186
C 0.64737 -3.94636 0.34768
C -0.61036 -3.46963 -2.36930
C -0.10612 -3.07287 -3.60235
C -0.08259 -3.95710 -4.67123
C -0.57944 -5.24701 -4.52313
C -1.09328 -5.64753 -3.29703
C -1.09987 -4.76367 -2.22522
H -1.82681 -1.77297 1.07278
H -1.28528 -2.51641 3.36299
H 0.52032 -4.18327 3.72556
H 1.75631 -5.09207 1.78033
H 1.19434 -4.34020 -0.50057
H 0.25433 -2.05687 -3.70609
H 0.32018 -3.63792 -5.62476
H -0.56706 -5.93531 -5.35938
H -1.49007 -6.64786 -3.17420
H -1.49108 -5.07985 -1.26533
*
```

Computed properties:
HOMO (alpha / beta) (hartree): -0.1481 / -0.1821
E (eV): -48930.4665
Kohn-Sham gap (alpha / beta) (eV): 6.88 / 6.15